Record 1
C8H8O2 | ωB97M-V/def2-TZVPD

Summary:
relative energy (zero: lowest compared OMol25 entry of this formula, charge and spin) = 72.7 kcal per mole
SMILES = CCC1=COC(=C=O)C=C1
HOMO = -8.26 eV

Structure (XYZ):
```
18
C8H8O2 (ωB97M-V/def2-TZVPD)
C -1.04574 1.39976 0.05268
C -0.76998 -0.09966 -0.19502
C 0.64072 -0.52677 -0.34761
C 1.45764 0.01800 -1.28907
O 2.75795 -0.18602 -1.39909
C 3.18762 -0.62845 -0.11293
C 3.49526 0.56687 0.41747
O 3.99280 1.60097 0.59933
C 2.44564 -1.71716 0.60066
C 1.12993 -1.57206 0.52191
H -2.11353 1.52673 -0.15356
H -0.34489 1.98089 -0.59963
H -0.89211 1.57505 1.14262
H -1.39761 -0.45937 -1.16791
H -1.26388 -0.78246 0.69549
H 0.98747 0.71393 -1.94922
H 2.84380 -2.32781 1.36112
H 0.59300 -2.37622 0.93324
```



Record 2
C19H25CaN5O12P2S | ωB97M-V/def2-TZVPD

Summary:
relative energy (zero: lowest compared OMol25 entry of this formula, charge and spin) = 9.2 kcal per mole
HOMO = -7.08 eV

Structure (XYZ):
```
65
C19H25CaN5O12P2S (ωB97M-V/def2-TZVPD)
Ca 1.24699 0.43137 -0.31982
C 4.99996 3.52476 -0.12484
C 3.98364 2.92805 -1.08081
O 4.18429 3.37459 -2.42530
P 4.12598 1.13011 -1.18962
O 3.44661 0.68094 -2.55321
O 5.66235 0.77937 -1.36509
O 3.50544 0.40167 -0.04893
P 2.22529 3.35957 -0.67002
O 2.10844 2.98121 0.91543
O 2.06160 4.79924 -0.90856
O 1.40581 2.29441 -1.36228
H 6.00827 3.39358 -0.51562
H 4.92854 3.05723 0.85761
H 4.79456 4.59026 -0.01872
H 3.76472 4.24796 -2.49959
H 3.17984 1.45433 -3.08187
H 5.88442 0.28791 -2.16460
H 1.93902 3.79180 1.41273
O -6.58175 2.48934 2.83006
S -7.67696 2.53706 1.87833
O -7.75606 3.75602 1.09362
O -8.93429 2.01442 2.36083
C -7.14515 1.34412 0.58981
N -8.05276 0.65896 -0.09540
C -7.60291 -0.16700 -1.02441
C -6.24816 -0.33111 -1.29902
C -5.38728 0.48133 -0.56308
N -5.84923 1.31647 0.36019
C -3.91275 0.46303 -0.67865
C -3.20741 -0.24615 -1.65262
C -1.82496 -0.24035 -1.62242
N -1.11071 0.42778 -0.71204
C -1.79238 1.15562 0.18052
C -3.16803 1.19696 0.24803
H -8.35151 -0.73820 -1.56428
H -5.91032 -1.04087 -2.03787
H -3.71815 -0.79875 -2.42628
H -1.25897 -0.79424 -2.36545
H -1.20044 1.73843 0.87973
H -3.69067 1.78024 0.99403
C -0.01214 -1.68055 2.90146
C 0.23205 -0.19183 3.01468
O 1.07233 0.29653 1.94969
H -0.60144 -2.02561 3.75023
H 0.92775 -2.23517 2.89380
H -0.56473 -1.91024 1.99165
H 0.69429 0.06983 3.97029
H -0.70197 0.36610 2.93012
H 1.99914 0.17015 2.18890
N 5.16167 -3.79806 0.20360
C 4.14142 -4.63163 -0.12654
O 4.30881 -5.81283 -0.34599
C 2.78417 -4.00830 -0.27637
C 1.67720 -4.85712 -0.35920
C 0.41855 -4.30094 -0.49878
C 0.30392 -2.91922 -0.56355
N 1.35731 -2.09740 -0.50557
C 2.56502 -2.64097 -0.36445
H 6.06540 -4.21817 0.34394
H 5.01467 -2.86311 0.53763
H 1.83462 -5.92458 -0.31174
H -0.46624 -4.91804 -0.55812
H -0.66782 -2.45035 -0.66231
H 3.38114 -1.92996 -0.33392
```



Record 3
C22H57N2O10Sr2 | ωB97M-V/def2-TZVPD

Summary:
charge = +3
HOMO = -11.97 eV

Structure (XYZ):
```
93
C22H57N2O10Sr2 (ωB97M-V/def2-TZVPD)
Sr 8.79304 17.18356 -28.08366
Sr 3.53086 18.28281 -23.89244
C 9.40278 14.47519 -20.98502
C 8.49905 15.52537 -21.59965
O 8.26795 15.52870 -22.86197
O 7.89223 16.38436 -20.94023
H 8.91119 13.87796 -20.21706
H 10.27399 14.91975 -20.50391
H 9.74929 13.77723 -21.74718
C 14.97461 17.96087 -21.09656
O 13.94981 18.81724 -21.40235
H 15.25792 17.28813 -21.90603
H 15.86591 18.50600 -20.78587
H 14.73634 17.45300 -20.16200
H 13.71701 19.30705 -20.61020
C 6.07628 8.92488 -24.38831
O 4.92824 9.67557 -24.51917
H 6.33850 8.27038 -25.21956
H 6.89738 9.61693 -24.20136
H 5.86521 8.39178 -23.46130
H 4.16545 9.09274 -24.51076
O 5.71855 16.30619 -16.61354
H 6.06292 16.37640 -17.50388
H 6.26360 16.90050 -16.09785
O 7.59267 12.85890 -27.98760
H 7.04845 12.26574 -28.50550
H 7.46189 12.57596 -27.08257
O 2.52695 13.98615 -23.27760
H 1.69075 13.52159 -23.24334
H 3.18219 13.29445 -23.36952
O 7.46847 20.65562 -17.89490
H 7.40600 20.00017 -18.58968
H 7.14900 21.46319 -18.29740
C 11.79437 8.12958 -10.15919
C 11.49566 8.69854 -11.64687
C 9.98232 8.19708 -11.83718
C 9.16649 8.89052 -12.92988
C 9.22528 10.44328 -12.84592
C 10.56563 10.97181 -12.46991
N 11.31757 10.15425 -11.47115
O 12.45376 10.78646 -11.02357
C 11.39955 11.31030 -13.75738
C 10.26167 12.34388 -11.82457
C 12.57551 8.18026 -12.61586
H 11.99778 7.05902 -10.18419
H 11.00466 8.36189 -9.44469
H 12.64718 8.61634 -9.68604
H 9.99952 7.16536 -12.18840
H 9.39268 8.22485 -10.92085
H 8.15180 8.50498 -12.83056
H 9.52465 8.54782 -13.90064
H 8.43751 10.87284 -12.22705
H 9.07843 10.64497 -13.90699
H 12.28262 11.85603 -13.42504
H 11.51939 10.38549 -14.32171
H 10.74536 11.94079 -14.35956
H 9.64395 12.93827 -12.49779
H 9.80787 12.35188 -10.83356
H 11.21416 12.87312 -11.79689
H 13.55933 8.53044 -12.30349
H 12.19548 8.16398 -13.63733
H 12.64115 7.10554 -12.44622
H 12.05217 11.26687 -10.29588
C 13.25502 9.71500 -25.16681
C 14.34183 9.13527 -24.17982
C 15.00482 10.34730 -23.43660
C 15.70577 10.00687 -22.12508
C 14.76924 9.09657 -21.24693
C 14.22706 7.79460 -21.93416
N 13.57415 8.29161 -23.19326
O 12.95800 7.27256 -23.90178
C 15.35163 6.82990 -22.13467
C 13.20745 7.13389 -20.88248
C 15.39508 8.26902 -24.80934
H 12.42086 10.19624 -24.65624
H 12.80435 9.00477 -25.86003
H 13.66881 10.50048 -25.79919
H 15.78033 10.74168 -24.09321
H 14.19990 11.05776 -23.24828
H 15.92742 10.90487 -21.54840
H 16.60397 9.42441 -22.33024
H 13.88105 9.70101 -21.06289
H 15.16644 8.85768 -20.26039
H 16.31681 7.22496 -22.45162
H 15.48868 6.28024 -21.20344
H 15.04937 6.02237 -22.80148
H 13.77059 6.86636 -19.98838
H 12.44298 7.90761 -20.81161
H 12.85822 6.20157 -21.32624
H 16.29899 8.02731 -24.25021
H 15.53592 8.67254 -25.81205
H 14.97548 7.27923 -24.98919
H 12.08617 7.25630 -23.50022
```



Record 4
C7H4N2 | ωB97M-V/def2-TZVPD

Summary:
relative energy (zero: lowest compared OMol25 entry of this formula, charge and spin) = 130.9 kcal per mole
HOMO = -9.36 eV

Structure (XYZ):
```
13
C7H4N2 (ωB97M-V/def2-TZVPD)
C -1.78634 -1.45697 0.13376
C 0.71606 -2.65696 -0.09093
C -2.67413 1.13341 0.20383
C 1.31043 -1.51646 0.03213
C -2.15284 -0.13992 0.13443
C 0.48363 -0.33155 -0.02144
C 1.25976 0.94934 -0.10284
N -3.18728 2.13646 0.38880
N -0.76495 -0.36572 0.01694
H 2.36421 -1.46481 -0.11390
H 0.74499 1.70045 -0.72410
H 2.21275 0.58119 -0.69902
H 1.47370 1.43154 0.84234
```



Record 5
C18H19AlF6N4O6PS5 | ωB97M-V/def2-TZVPD

Summary:
relative energy (zero: lowest compared OMol25 entry of this formula, charge and spin) = 2.2 kcal per mole
⟨S²⟩ = 0.762
multiplicity = 2
HOMO (alpha / beta) = -5.77 / -7.33 eV

Structure (XYZ):
```
60
C18H19AlF6N4O6PS5 (ωB97M-V/def2-TZVPD)
Al -0.08570 0.82565 0.22644
F -1.66457 2.38555 5.28078
C -0.95349 1.52021 4.58263
F -1.58330 0.36100 4.51894
F 0.23826 1.36332 5.12977
S -0.67745 2.18493 2.89247
O -0.12281 1.01903 2.16943
O 0.17450 3.32591 2.99934
N -2.16688 2.48879 2.43831
S -2.33707 2.91231 0.93853
O -1.17065 2.45786 0.13499
O -3.63319 2.65582 0.41869
C -2.17079 4.75388 0.86112
F -2.61025 5.15347 -0.32385
F -0.91341 5.13762 1.01184
F -2.91551 5.28223 1.81820
C -5.02142 0.68946 -3.12101
C -3.64796 0.85804 -2.52295
O -2.98072 -0.42438 -2.58033
P -1.65611 -0.67728 -1.73536
S -0.19008 0.54908 -2.22616
S -2.06262 -0.56319 0.23762
O -1.30974 -2.15573 -2.16151
C -2.17910 -3.25223 -1.78782
C -2.29479 -4.18338 -2.96812
H -5.54525 1.64682 -3.09750
H -5.60258 -0.03548 -2.54970
H -4.95532 0.35178 -4.15574
H -3.71124 1.18475 -1.48351
H -3.04898 1.57441 -3.08442
H -3.15444 -2.86784 -1.48931
H -1.71744 -3.73501 -0.92712
H -2.72761 -3.66038 -3.82123
H -2.93587 -5.02856 -2.71072
H -1.31240 -4.56195 -3.25186
N 3.52284 -1.12548 0.49572
C 3.45147 -2.50515 0.69147
C 4.61766 -3.25967 0.72692
C 4.56599 -4.63003 0.92682
C 3.34189 -5.26069 1.09010
C 2.17576 -4.50828 1.05090
C 2.22398 -3.13530 0.85625
S 0.70424 -2.24837 0.85532
N 1.18629 -0.65391 0.45471
C 2.45844 -0.26944 0.37348
C 2.69417 1.10460 0.13395
C 3.96728 1.71444 -0.00161
C 4.06109 3.05414 -0.21937
C 2.87962 3.83212 -0.31483
C 1.67630 3.20051 -0.18070
N 1.55026 1.87741 0.03916
H 4.43844 -0.73574 0.38103
H 5.57446 -2.76340 0.59709
H 5.48466 -5.20198 0.95304
H 3.28926 -6.33031 1.24590
H 1.20963 -4.98685 1.17701
H 4.87162 1.12465 0.06837
H 5.03135 3.52256 -0.32147
H 2.91864 4.89741 -0.48782
H 0.75065 3.75025 -0.25227
```



Record 6
C3H4CuO3 | ωB97M-V/def2-TZVPD

Summary:
relative energy (zero: lowest compared OMol25 entry of this formula, charge and spin) = 1.6 kcal per mole
⟨S²⟩ = 2.002
charge = +1
multiplicity = 3
HOMO (alpha / beta) = -12.36 / -16.82 eV

Structure (XYZ):
```
11
C3H4CuO3 (ωB97M-V/def2-TZVPD)
C -1.40852 0.17806 0.76752
C -0.97455 -0.21614 -0.56926
O 0.23001 -0.42855 -0.79042
C 2.23334 0.44933 0.24653
O 1.95376 0.67773 1.35765
O 2.62536 -0.03452 -0.75183
H -1.80968 -0.69869 1.29696
H -1.66612 -0.31675 -1.42247
H -2.21098 0.92514 0.68081
Cu 1.47797 -1.06582 -2.18943
H -0.45059 0.53021 1.37393
```



Record 7
C3H3NS2 | ωB97M-V/def2-TZVPD

Summary:
relative energy (zero: lowest compared OMol25 entry of this formula, charge and spin) = 7.3 kcal per mole
SMILES = CC1(C#N)SS1
HOMO = -9.01 eV

Structure (XYZ):
```
9
C3H3NS2 (ωB97M-V/def2-TZVPD)
C -0.69138 0.60046 -0.62684
C 0.06410 -0.19601 0.39679
C 1.53468 -0.49941 -0.05190
N 2.60680 -0.72330 -0.36926
S -0.16926 0.07044 2.15297
S -0.71084 -1.64745 1.15552
H -0.51500 1.66693 -0.48729
H -1.75862 0.40629 -0.54177
H -0.36049 0.32205 -1.62823
```



Record 8
C8H8BrCdN3O4S3 | ωB97M-V/def2-TZVPD

Summary:
charge = -2
HOMO = -2.05 eV

Structure (XYZ):
```
28
C8H8BrCdN3O4S3 (ωB97M-V/def2-TZVPD)
Cd 0.12162 0.42562 0.15569
C -4.17676 1.64554 -3.90194
S -3.07027 2.79818 -3.06356
C -2.15104 1.72190 -1.98700
S -0.96154 2.54128 -1.08038
N -2.49601 0.46330 -2.05551
N -1.73559 -0.34600 -1.25662
C -2.11818 -1.54909 -1.13581
C -1.36770 -2.47309 -0.27114
C -1.84631 -3.74797 -0.00683
C -1.12938 -4.55608 0.86600
C 0.02334 -4.06515 1.44441
C 0.43208 -2.77398 1.11921
N -0.23254 -2.01964 0.26279
H -4.76908 2.24194 -4.59796
H -4.83027 1.13875 -3.19535
H -3.60326 0.90006 -4.44719
H -3.02169 -1.90280 -1.63508
H -2.77118 -4.08394 -0.45960
H -1.48513 -5.55217 1.10396
H 0.58871 -4.64241 2.16272
H 1.31337 -2.32759 1.55964
O -0.27559 -1.38422 3.41260
S -0.43746 0.01529 2.97780
O -0.73684 0.90975 4.09119
O 0.84621 0.45781 2.27222
O -1.48522 0.09432 1.89638
Br 2.36265 0.08039 -1.31760
```